No. 1
Formula: C33H29CuN8PS2
Source: the OMol25 dataset
Level of theory: the ωB97M-V functional and the def2-TZVPD basis

CARTESIAN COORDINATES (ANGSTROEM)
Cu  0.332  0.527  -0.807
N  1.925  1.310  2.911
C  2.733  0.275  2.507
C  2.473  0.093  1.179
N  1.521  0.998  0.774
C  1.210  1.724  1.835
C  0.225  2.796  1.895
N  0.299  4.006  1.362
C  -0.837  4.613  1.831
C  -1.545  3.784  2.660
N  -0.869  2.629  2.683
H  1.781  1.697  3.837
H  3.353  -0.231  3.191
H  2.819  -0.659  0.472
H  -1.048  5.638  1.563
H  -2.480  3.891  3.182
H  -1.142  1.746  3.116
C  5.612  2.854  -1.770
C  5.573  1.580  -2.352
C  4.367  0.886  -2.367
C  3.218  1.447  -1.796
C  3.266  2.707  -1.213
C  4.466  3.402  -1.229
N  2.025  0.757  -2.051
N  1.920  0.200  -3.126
C  0.753  -0.576  -3.260
C  0.680  -1.279  -4.446
C  -0.308  -2.243  -4.557
C  -1.198  -2.444  -3.543
C  -1.136  -1.674  -2.385
C  -0.117  -0.774  -2.171
H  6.535  3.402  -1.748
H  6.455  1.162  -2.819
H  4.317  -0.089  -2.837
H  2.372  3.125  -0.822
H  4.487  4.400  -0.788
H  1.429  -1.097  -5.170
H  -0.324  -2.906  -5.405
H  -1.942  -3.200  -3.632
H  -1.886  -1.844  -1.616
N  -1.863  3.890  -2.283
C  -1.173  3.627  -3.425
C  -0.406  2.560  -3.117
N  -0.601  2.201  -1.815
C  -1.470  3.054  -1.317
H  -2.465  4.674  -2.130
H  -1.316  4.148  -4.337
H  0.219  1.993  -3.755
H  -1.832  3.073  -0.302
S  -1.704  -0.180  4.042
P  -1.779  -1.079  2.269
S  -1.793  0.093  0.601
C  -0.462  -2.382  2.113
C  -0.047  -2.672  0.831
C  0.848  -3.718  0.587
C  1.345  -4.421  1.645
C  0.956  -4.119  2.948
C  0.063  -3.095  3.178
C  -3.302  -2.042  2.173
C  -4.346  -1.863  3.118
C  -5.490  -2.617  2.989
C  -5.624  -3.521  1.943
C  -4.683  -3.612  0.926
C  -3.516  -2.877  1.089
H  -0.469  -2.095  0.021
H  1.089  -3.983  -0.461
H  2.038  -5.256  1.522
H  1.352  -4.621  3.821
H  -0.204  -2.841  4.208
H  -4.238  -1.125  3.924
H  -6.369  -2.494  3.616
H  -6.509  -4.142  1.866
H  -4.814  -4.282  0.089
H  -2.752  -2.909  0.340

Calculated total energy   -4491.2329 a.u.
HOMO energy (alpha / beta)   -7.62 / -7.76 eV
2S+1   2
Kohn-Sham gap (alpha / beta)   7.25 / 7.41 eV
Energy relative to the best compared isomer or geometry (same formula, charge and spin)   0.0 kcal per mole
Expectation value of S²   0.755



No. 2
Formula: C33H29F5GeNSSiTi
Source: the OMol25 dataset
Level of theory: the ωB97M-V functional and the def2-TZVPD basis

CARTESIAN COORDINATES (ANGSTROEM)
Ti  -13.071  -10.615  -4.087
F  -17.526  -13.605  -8.200
C  -16.499  -13.467  -7.341
C  -15.967  -12.210  -7.074
F  -16.439  -11.089  -7.639
C  -14.872  -12.196  -6.226
F  -14.067  -11.055  -6.219
C  -14.392  -13.297  -5.471
S  -13.085  -13.043  -4.297
C  -14.985  -14.553  -5.764
F  -14.541  -15.642  -5.128
C  -15.971  -14.617  -6.750
F  -16.431  -15.836  -7.189
C  -13.524  -6.244  0.610
C  -14.602  -7.152  0.820
C  -14.521  -8.472  0.365
C  -13.370  -8.960  -0.290
C  -12.247  -8.105  -0.338
C  -12.331  -6.751  0.004
Ge  -13.540  -10.487  -1.424
C  -14.150  -11.938  -0.270
C  -13.282  -12.245  0.776
C  -13.669  -13.178  1.749
C  -14.884  -13.828  1.633
C  -15.727  -13.543  0.551
C  -15.370  -12.594  -0.409
C  -11.748  -10.874  -2.151
C  -11.060  -12.059  -1.775
C  -9.756  -12.307  -2.240
C  -9.105  -11.372  -3.063
C  -9.784  -10.258  -3.479
C  -11.088  -9.949  -2.995
H  -13.623  -5.205  0.802
H  -15.493  -6.875  1.363
H  -15.336  -9.164  0.551
H  -11.272  -8.488  -0.620
H  -11.460  -6.093  -0.082
H  -12.316  -11.755  0.859
H  -12.990  -13.375  2.538
H  -15.226  -14.585  2.322
H  -16.675  -14.068  0.419
H  -15.955  -12.381  -1.287
H  -11.566  -12.848  -1.225
H  -9.241  -13.153  -1.817
H  -8.062  -11.529  -3.307
H  -9.348  -9.546  -4.170
H  -11.320  -8.906  -2.934
C  -11.564  -9.265  -6.208
Si  -12.890  -7.963  -5.628
C  -13.964  -7.331  -7.045
C  -12.224  -6.615  -4.512
N  -13.925  -8.894  -4.579
C  -15.144  -8.401  -4.142
C  -15.395  -7.056  -3.831
C  -16.658  -6.701  -3.343
C  -17.646  -7.643  -2.979
C  -17.365  -9.011  -3.192
C  -16.193  -9.318  -3.826
H  -10.544  -8.837  -6.203
H  -11.847  -9.680  -7.166
H  -11.516  -10.186  -5.563
H  -13.354  -6.931  -7.834
H  -14.620  -6.499  -6.746
H  -14.612  -8.125  -7.414
H  -11.203  -6.292  -4.688
H  -12.232  -6.923  -3.466
H  -12.829  -5.711  -4.553
H  -14.657  -6.261  -4.027
H  -16.874  -5.639  -3.231
H  -18.592  -7.266  -2.601
H  -18.046  -9.802  -2.920
H  -16.029  -10.383  -4.090

Charge   +2
Calculated total energy   -5442.4126 a.u.
HOMO energy (alpha / beta)   -13.74 / -13.78 eV
2S+1   2
Kohn-Sham gap (alpha / beta)   5.35 / 4.48 eV
Energy relative to the best compared isomer or geometry (same formula, charge and spin)   0.0 kcal per mole
Expectation value of S²   0.838